2 unconnected molecules or ions with the total composition C5H11O5PS2 in a non-equilibrium geometry. Source: the OMol25 dataset; level of theory: wB97M-V/def2-TZVPD.

```
24
Properties=species:S:1:pos:R:3:forces:R:3:lowdin_spin:R:1
C 4.07974 0.79836 0.85841 0.2793 0.5754 1.5823 0.015
C -0.91996 2.79844 -0.13690 2.6668 -1.8560 -1.1519 0.001
C -2.50903 -2.84001 0.62017 -1.2771 -2.0278 -0.4101 0.003
C 0.35015 1.97434 -0.61869 0.7577 0.8835 2.3484 0.000
C -2.37976 -1.53767 -0.21973 1.5743 -0.8210 -0.0919 0.001
O 4.36170 1.93168 1.15780 -0.4802 -2.2989 -0.3472 0.022
O 0.16436 -0.81926 -1.72278 -0.1681 -0.7353 -0.0956 0.037
O 3.55625 0.52392 -0.37200 0.3535 0.6645 -0.8158 0.194
O 0.61924 0.77174 0.16855 -0.1398 1.6907 -0.0298 0.009
O -1.40673 -0.56864 0.37661 -0.4622 -1.3099 -0.7936 0.039
P 0.07063 -0.62320 -0.27038 -0.1397 0.9712 0.7313 0.045
S 3.39083 -0.99796 -0.86133 -0.4419 -0.4874 -0.3404 0.948
S 1.25426 -1.68478 1.01742 -0.0921 -0.9992 0.1375 0.680
H 4.17482 -0.19482 1.44081 0.0630 1.6154 -0.3090 0.004
H -1.59753 1.99464 0.16925 -0.3805 0.8390 0.1810 0.000
H -0.54154 3.48630 0.62198 -0.8248 -0.0639 0.0042 0.000
H -1.15967 3.25317 -1.09864 -0.7925 0.5176 0.5393 0.000
H -2.28250 -2.70381 1.68880 -0.2430 0.2568 -0.4002 0.001
H -3.61693 -3.16462 0.51714 1.6725 0.5157 0.4332 0.000
H -1.94653 -3.84101 0.32425 -0.6326 2.5288 0.0761 0.001
H 1.30306 2.51851 -0.48942 -0.6115 0.1685 -0.0241 0.000
H 0.30735 1.73132 -1.62959 -0.3933 -0.7223 -1.7463 0.000
H -3.35253 -1.04079 -0.33867 0.5813 0.0386 0.2261 0.000
H -1.91971 -1.76586 -1.20306 -0.8693 0.0563 0.2966 0.000
```
Forces are in eV/Å.

Values from the calculation:
Calculated total energy = -46558.355 eV
Multiplicity = 3
Charge = 0
Gap between HOMO and LUMO (alpha / beta) = 9.65 / 6.25 eV
Molecular weight = 246.246 g mol⁻¹
Lowest unoccupied orbital energy (alpha / beta) = 0.439 / -3.287 eV

=====

C5H11OP in the gas phase in a non-equilibrium geometry. Source: the OMol25 dataset; level of theory: wB97M-V/def2-TZVPD.

```
18
Properties=species:S:1:pos:R:3:forces:R:3:nbo_charge:R:1
C 0.26427 0.78201 -0.10339 -1.7179 3.2459 -0.4475 -0.011
C 0.01120 -0.49044 -0.11737 -2.8623 -1.8252 2.3928 -0.166
C -0.58903 1.78533 0.69299 -1.1151 -0.2043 1.0056 -0.652
C 1.28944 1.40043 -0.98556 1.5388 0.9038 -0.3487 -0.655
C 0.72329 -1.59202 -0.75606 3.6104 0.7625 0.8453 -0.691
O -2.82930 -1.15109 1.87123 2.9163 0.8583 -1.9953 -1.028
P -1.53258 -1.40106 1.03707 -2.7898 1.4909 -0.7888 1.347
H -1.49628 1.27032 1.10323 0.7416 0.1996 -0.2423 0.229
H -1.07417 2.68775 0.16722 1.4706 -1.2636 0.4168 0.232
H -0.01084 2.08066 1.61552 -0.4989 0.2089 -1.0711 0.225
H 1.73626 2.33821 -0.47257 -0.2379 -1.8087 -0.6847 0.226
H 0.97094 1.81071 -1.98918 -0.3005 -0.6717 1.0884 0.235
H 1.99808 0.56282 -1.20388 0.1504 1.3255 0.0608 0.216
H 0.50899 -1.80284 -1.76700 -0.6945 -0.5215 -0.9883 0.236
H 0.84921 -2.44194 -0.11688 -0.8558 -1.0364 0.1864 0.235
H 1.85448 -1.33603 -0.75060 -1.5262 0.0538 -0.3064 0.228
H -0.82694 -2.22130 1.76284 2.2367 -1.5371 1.5144 -0.105
H -1.84701 -2.28152 0.01240 -0.0661 -0.1806 -0.6374 -0.100
```
Forces are in eV/Å.

Values from the calculation:
Energy relative to the best compared isomer or geometry (same formula, charge and spin) = 57.1 kcal per mole
Calculated total energy = -16697.187 eV
Multiplicity = 1
SMILES = CC(C)=C(C)[PH2]=O
Charge = 0
Gap between HOMO and LUMO = 10.31 eV
Molecular weight = 118.116 g mol⁻¹
Lowest unoccupied orbital energy = 0.712 eV

=====

2 unconnected molecules or ions with the total composition C5H11OS. Source: the OMol25 dataset; level of theory: wB97M-V/def2-TZVPD.

```
18
Properties=species:S:1:pos:R:3:forces:R:3:nbo_charge:R:1
C -0.91223 1.18753 -1.75093 -0.1445 -0.3408 -0.6147 -0.617
C -0.96052 2.22789 -0.65463 0.1986 0.0696 0.2516 -0.513
S 0.50986 2.21957 0.42834 -0.0162 0.0803 0.0289 -0.617
H -0.92380 0.16825 -1.36152 0.0570 0.0299 0.2054 0.211
H -0.01499 1.27486 -2.36713 0.1043 0.1321 0.1111 0.194
H -1.76898 1.26655 -2.43776 -0.0360 0.0789 0.1009 0.171
H -1.84033 2.04210 -0.03327 -0.0847 0.1295 -0.0738 0.182
H -1.04699 3.22653 -1.08793 -0.1513 -0.0022 -0.0461 0.179
C -0.17134 -2.52833 0.58982 0.0279 0.1234 0.2892 -0.601
C 0.29960 -1.34732 1.02748 0.0989 -0.0759 -0.3681 0.378
O -0.50730 -0.38351 1.47886 -0.1262 0.4986 -0.0600 -0.771
C 1.77750 -1.05491 1.01418 -0.1106 0.4175 0.1995 -0.691
H 0.51996 -3.28234 0.24021 -0.0257 -0.0636 0.0749 0.178
H -1.22949 -2.75363 0.61268 -0.0096 0.0630 -0.0965 0.191
H -0.15510 0.58151 1.21956 0.1692 -0.7369 0.1989 0.468
H 2.32782 -1.97776 0.85033 0.1936 0.0648 -0.0784 0.194
H 2.01622 -0.28495 0.27774 -0.0800 -0.1834 -0.2351 0.251
H 2.08011 -0.58204 1.95397 -0.0647 -0.2848 0.1124 0.213
```
Forces are in eV/Å.

Values from the calculation:
Energy relative to the best compared isomer or geometry (same formula, charge and spin) = 2.0 kcal per mole
Calculated total energy = -18246.904 eV
Multiplicity = 1
Charge = -1
Gap between HOMO and LUMO = 7.07 eV
Molecular weight = 119.209 g mol⁻¹
Lowest unoccupied orbital energy = 3.949 eV

=====

A gas-phase ion, C5H11OS (charge +1) in a non-equilibrium geometry. Source: the OMol25 dataset; level of theory: wB97M-V/def2-TZVPD.

```
18
Properties=species:S:1:pos:R:3:forces:R:3:nbo_charge:R:1
C -1.61315 0.63156 -0.48863 0.6517 2.3059 0.3886 -0.596
C -0.21796 1.21907 -0.08157 1.3377 -3.5950 -1.1131 -0.394
C -1.95480 -0.65517 -0.01093 1.6768 -4.3230 2.5134 0.531
C 0.84975 0.62632 -1.12750 -3.2754 -2.0179 1.4519 -0.441
C 2.33836 -1.20860 0.63624 -1.2040 3.3554 0.3329 -0.713
O -3.01020 -1.23733 -0.40562 -1.2241 -1.2223 -0.1552 -0.557
S 0.99478 -1.24962 -0.68563 1.1986 1.1558 -0.9681 0.108
H -2.40623 1.29434 -0.11652 -0.1877 0.0347 0.4287 0.323
H -1.87129 0.70967 -1.55272 0.4281 -0.2039 -0.1228 0.303
H -0.16208 2.24725 -0.04816 -0.4692 2.3850 -0.3937 0.238
H 0.15555 0.92067 0.93253 -0.8081 -0.1307 -0.7529 0.227
H -1.27680 -1.36393 0.70212 -1.3978 2.4259 -1.4006 0.252
H -3.25635 -2.16430 -0.03976 0.9558 2.0144 -0.5254 0.558
H 0.59994 0.79454 -2.17974 -0.1099 -0.3095 0.2963 0.235
H 1.80008 0.92100 -0.94192 2.8118 1.3871 0.5107 0.224
H 3.03472 -0.30746 0.79806 -0.7136 -1.2898 -1.5438 0.249
H 2.82967 -2.11789 0.76972 0.7001 -1.4797 -0.2633 0.246
H 1.70943 -1.00488 1.46768 -0.3706 -0.4925 1.3165 0.207
```
Forces are in eV/Å.

Values from the calculation:
Energy relative to the best compared isomer or geometry (same formula, charge and spin) = 39.3 kcal per mole
Calculated total energy = -18236.583 eV
Multiplicity = 1
Charge = +1
Gap between HOMO and LUMO = 7.23 eV
Molecular weight = 119.209 g mol⁻¹
Lowest unoccupied orbital energy = -5.295 eV

=====

2 unconnected molecules or ions with the total composition C5H11P in a non-equilibrium geometry. Source: the OMol25 dataset; level of theory: wB97M-V/def2-TZVPD.

```
17
Properties=species:S:1:pos:R:3:forces:R:3:nbo_charge:R:1
C -3.50716 -1.11645 0.05582 0.8618 -1.3004 -0.8388 -0.398
C 1.97499 0.66391 -1.08448 0.0248 -0.3421 0.7414 -0.571
C -2.28512 -1.36347 -0.35222 3.3790 1.8837 1.0536 -0.371
C 0.41529 1.77746 0.98535 0.4576 -0.9267 0.9311 -0.992
C 2.49945 -0.54041 -0.23878 -1.6271 2.6375 -0.7927 -0.646
P 0.95433 1.97171 -0.79605 0.9878 -1.5254 0.5098 0.652
H -4.18191 -1.93641 -0.04347 -0.9643 -0.0086 0.2016 0.199
H -3.72951 -0.16850 0.43450 -0.7997 1.1082 0.5334 0.201
H -1.39933 -0.62494 -0.18698 -1.8987 -0.7880 -0.4512 0.179
H 2.41147 0.64811 -2.06883 -0.0063 0.1282 -0.5015 0.204
H -1.83448 -2.28574 -0.63939 -0.5516 -0.8799 -0.5064 0.190
H 0.10622 0.79440 1.43954 0.2934 0.4914 -1.1200 0.234
H 1.15619 2.12664 1.76112 -0.7767 0.3366 -1.0506 0.242
H -0.48812 2.35859 0.92666 -0.3335 0.6031 0.8208 0.227
H 3.53644 -0.39233 -0.13935 1.4760 -0.0057 0.1684 0.220
H 2.05208 -0.47983 0.73647 -0.2560 -0.5209 0.4027 0.212
H 2.31918 -1.43273 -0.78993 -0.2665 -0.8909 -0.1016 0.220
```
Forces are in eV/Å.

Values from the calculation:
Energy relative to the best compared isomer or geometry (same formula, charge and spin) = 43.4 kcal per mole
Calculated total energy = -14649.441 eV
Multiplicity = 1
SMILES = C/C=P\C.C=C
Charge = 0
Gap between HOMO and LUMO = 9.70 eV
Molecular weight = 102.117 g mol⁻¹
Lowest unoccupied orbital energy = 0.668 eV

=====

C5H11P in the gas phase in a non-equilibrium geometry. Source: the OMol25 dataset; level of theory: wB97M-V/def2-TZVPD.

```
17
Properties=species:S:1:pos:R:3:forces:R:3:nbo_charge:R:1
C -0.15306 0.96324 1.15104 1.2696 -2.6013 -1.5526 -0.428
C 0.31312 0.91222 -0.29209 2.0510 -1.0592 0.5696 -0.220
C -0.63901 -0.16875 0.11017 1.3082 1.1083 1.8237 -0.341
C 1.75622 0.33121 -0.60848 -1.6507 0.5686 0.1503 -0.616
C -0.25830 -1.65136 0.31364 2.5291 3.2432 3.6959 -0.616
P -2.33898 0.04164 -0.22430 -1.4674 0.0385 -1.0147 0.380
H 0.56674 0.55218 1.84285 0.1220 0.2423 0.2832 0.205
H -0.77338 1.73099 1.52610 -0.8418 0.5062 0.1224 0.219
H -0.05215 1.67040 -0.94884 -0.1075 0.3343 -0.4607 0.217
H 1.53349 -0.28673 -1.46873 0.3037 -1.1202 0.2113 0.210
H 2.19971 -0.15094 0.27995 -0.3219 -0.1068 -0.7279 0.209
H 2.49970 0.96150 -1.04528 0.3014 1.2890 0.2317 0.216
H -0.72675 -1.88833 1.26125 -0.3774 -0.6644 0.0235 0.221
H 0.84454 -1.70631 0.57657 -1.2133 -0.0938 -0.5383 0.214
H -0.45452 -2.33920 -0.40733 -0.8907 -1.6368 -2.3583 0.215
H -2.06758 -0.40752 -1.54625 -0.8343 0.1999 -0.3483 -0.046
H -2.24978 1.43575 -0.52027 -0.1801 -0.2479 -0.1107 -0.039
```
Forces are in eV/Å.

Values from the calculation:
Energy relative to the best compared isomer or geometry (same formula, charge and spin) = 33.6 kcal per mole
Calculated total energy = -14649.864 eV
Multiplicity = 1
SMILES = C[C@@H]1C[C@@]1(C)P
Charge = 0
Gap between HOMO and LUMO = 9.91 eV
Molecular weight = 102.117 g mol⁻¹
Lowest unoccupied orbital energy = 1.028 eV

=====

The highest molecular weight belongs to which entry?
C5H11O5PS2

=====

calculated total energy of number 5 (C5H11P)?
-14649.441 eV